Entry 1:
# C23H62N2O7

A 7-piece molecular cluster, C23H62N2O7 overall (ωB97M-V/def2-TZVPD, OMol25).

Properties
Net charge: 0
Energy above the lowest of the compared OMol25 structures with the same formula, charge and spin in eV: 1.127
E_LUMO in eV: 0.7
HOMO-LUMO gap in Ha: 0.3735

Geometry (Å):
H -6.179 0.751 -1.077
H -4.948 -1.204 -1.263
H 5.588 1.699 2.490
H -5.851 -6.251 -0.205
H -1.090 4.020 0.353
H -1.024 4.157 -4.011
H -2.053 5.144 -0.656
H -4.593 1.275 -0.466
H 2.125 3.969 3.725
H -2.812 -0.192 -0.883
H -1.089 1.012 2.821
H 0.339 -0.012 2.522
H -1.835 -2.709 0.082
H -4.550 -6.860 0.972
H -3.032 -2.190 2.389
C 3.155 4.004 3.362
C -4.767 -6.414 -0.048
O 0.833 -3.026 1.582
H 3.099 4.538 2.432
H -4.386 -3.305 0.243
C -4.107 -4.277 0.728
H 1.635 4.985 -1.552
H 3.049 -4.705 -0.443
O -0.103 5.489 -0.625
C -4.825 -0.681 -3.337
H 3.844 1.066 -2.892
H 3.812 4.492 4.044
H 1.713 5.682 0.152
C 5.256 2.707 2.776
C -5.166 0.939 -1.340
H 3.069 -1.532 1.714
C -2.759 -3.217 2.517
C 3.147 -2.545 1.287
H -4.504 0.192 -3.978
H -5.906 -0.643 -3.304
C -1.294 4.686 -3.097
H 5.654 3.078 3.687
O -3.095 -0.439 -1.800
N -1.653 -3.687 0.388
C -0.571 0.862 0.748
N -2.179 2.706 -1.858
H 2.930 1.454 -1.419
H 2.245 -5.198 0.970
H -1.644 -4.172 -0.503
C -0.670 0.296 2.149
H 3.693 -0.638 -0.868
H 3.536 1.547 1.244
O 2.988 2.096 1.865
H 3.310 -3.182 2.203
C -2.754 -4.136 1.316
H -1.245 -0.585 1.970
H -0.029 1.845 0.797
C -4.484 -0.440 -1.860
H -2.320 2.139 -2.707
H 5.513 -1.025 -2.716
C 2.127 -4.520 0.131
H -0.066 -0.919 -0.450
C 1.215 5.005 -0.560
H -0.554 5.518 -3.038
H 3.650 1.862 3.854
C 1.893 -3.077 0.653
O -4.121 -5.167 -0.330
H 1.330 3.997 -0.069
H -2.305 5.002 -3.222
H -1.830 1.721 -0.546
H 1.341 0.030 -0.067
H 1.288 -4.907 -0.397
H 6.033 -1.493 -1.126
C -1.158 3.731 -1.909
H 1.686 -2.441 -0.239
O -1.875 1.036 0.130
H 4.053 -2.690 0.669
H -0.011 -3.405 1.143
C 0.310 0.129 -0.303
H 4.654 2.035 -1.682
H -4.483 -1.621 -3.716
H -1.720 -3.125 2.917
C 3.937 1.174 -1.826
C 5.711 -0.638 -1.699
O 4.985 0.508 0.265
H -4.498 -7.192 -0.783
H 5.520 3.447 1.988
H -4.880 -4.536 1.465
C 3.745 2.595 3.036
H -3.381 -3.722 3.331
H -2.461 -5.171 1.657
H 5.231 -0.228 0.792
H -0.158 3.245 -1.994
H -5.200 1.786 -2.101
H 0.149 0.529 -1.329
C -1.136 4.553 -0.613
C 4.514 0.050 -1.048
H -3.057 3.207 -1.789
H 6.510 0.124 -1.818

Löwdin population analysis, charges in e, atoms 1 to 6: number 1, H, carries 0.046; number 2, H, carries 0.107; number 3, H, carries 0.067; number 4, H, carries 0.089; number 5, H, carries 0.131; number 6, H, carries 0.076

---

Entry 2:
# C23H63N10O8P3

A 5-piece molecular cluster, C23H63N10O8P3 overall (ωB97M-V/def2-TZVPD, OMol25).

Properties
Net charge: -1
Energy above the lowest of the compared OMol25 structures with the same formula, charge and spin in eV: 1.713
E_LUMO (spin up / spin down) in eV: 1.9 / 1.9
Spin multiplicity: 2
HOMO-LUMO gap (spin up / spin down) in Ha: 0.0824 / 0.2119

Geometry (Å):
C 0.381 -6.416 0.944
C -1.259 -1.275 -0.307
N -4.713 2.624 1.807
H 7.952 1.059 0.076
N 5.428 -1.384 2.626
H -0.383 4.160 -4.681
H -0.867 -1.178 -1.319
N -0.837 -0.156 -4.734
N -0.569 2.338 -3.734
C -3.751 2.210 0.795
H 1.233 1.712 -2.727
H -2.405 3.408 -7.643
H 3.508 -0.472 2.789
H 5.491 -3.268 3.423
O -3.043 1.283 -4.083
H -4.671 4.779 1.465
H -6.131 0.824 5.460
C 8.346 0.109 0.438
H -2.462 3.902 -5.915
P -1.670 1.397 -4.614
N 7.806 -0.333 1.615
H -2.762 2.201 1.253
H -6.675 0.940 1.970
C 0.904 -2.780 -0.140
H 0.499 -7.421 1.350
H -3.945 1.143 0.681
H -3.480 2.652 -6.518
C -0.585 3.724 -3.703
H -4.206 -1.660 3.350
H 3.465 0.985 1.086
C -4.541 -0.776 3.893
H -5.811 -0.571 1.544
H 0.049 0.860 -7.171
H -1.535 4.064 -3.289
H -4.310 4.199 4.928
C 5.450 -1.329 -0.288
H -0.170 2.261 -1.610
C -6.602 1.777 5.217
H 4.870 -2.084 0.242
H 1.511 -1.929 -0.451
C 6.152 -2.427 3.211
H -0.359 2.294 -8.169
H -0.651 -6.102 1.100
C -2.475 3.064 -6.611
N 0.729 -6.520 -0.546
O 1.915 -6.636 -0.947
C 8.809 -0.454 2.735
H -3.845 2.684 -0.182
H -7.530 1.645 4.662
H -0.154 0.763 -2.493
O -1.147 -3.405 0.706
H 0.683 -0.593 -6.058
H 6.651 -2.724 2.289
H -1.820 -1.438 -5.988
H 6.790 -2.096 4.031
H 8.403 -0.653 3.727
H 8.501 -0.749 -0.216
H -6.064 4.635 5.167
C -5.367 3.942 1.524
H 4.348 -0.716 4.297
H 1.545 -3.483 0.391
H 0.907 -5.608 1.452
H -5.921 4.238 2.415
C -5.300 3.860 5.231
H 0.199 4.225 -3.136
H 9.415 0.139 0.648
H -5.249 -1.006 4.689
H -7.213 -0.356 2.859
N -5.623 2.599 4.488
H 5.170 -1.243 -1.338
O -3.322 -4.079 0.292
N -1.537 1.942 -6.304
H -3.616 -0.504 4.403
H 0.771 -3.161 -1.153
N 5.280 -0.103 0.465
H 1.183 0.631 -4.867
C -0.338 -2.200 0.528
C 4.119 0.746 0.247
C 4.134 -1.179 3.334
O 6.016 1.358 2.723
H 0.428 2.532 -6.683
H 3.338 0.256 -0.335
H 6.496 -1.636 -0.312
H -5.285 3.687 6.307
H -0.791 -2.194 -4.710
H -1.511 -0.270 0.031
H 9.377 -1.346 2.470
C 0.584 -0.267 -5.023
H 4.497 1.659 -0.213
P -4.548 1.918 3.367
H 9.535 0.357 2.790
O -2.471 -2.036 -0.177
C -0.312 1.888 -7.158
O -3.148 1.934 3.878
H -0.174 -1.678 1.471
O -0.280 -6.615 -1.275
P 6.172 0.058 1.993
H -6.056 3.825 0.687
H -6.680 2.197 6.220
C -1.489 -1.392 -4.951
H -2.450 -1.460 -4.442
H 0.973 -0.973 -4.290
C -6.316 -0.021 2.338
N -5.138 0.324 3.137
C -2.350 -3.286 0.267
H 3.736 -2.177 3.516
C 0.163 1.804 -2.542

Löwdin population analysis, charges in e, atoms 1 to 6: number 1, C, carries -0.045; number 2, C, carries -0.063; number 3, N, carries -0.309; number 4, H, carries 0.101; number 5, N, carries -0.347; number 6, H, carries 0.073

---

Entry 3:
# C23H64O9

A 9-piece molecular cluster, C23H64O9 overall (ωB97M-V/def2-TZVPD, OMol25).

Properties
Net charge: 0
Energy above the lowest of the compared OMol25 structures with the same formula, charge and spin in eV: 4.517
E_LUMO in eV: 0.3
HOMO-LUMO gap in Ha: 0.3792

Geometry (Å):
H -1.032 8.375 0.999
C 1.275 -6.868 -4.949
H -2.524 4.292 6.808
H 6.319 -3.782 -2.582
H 1.186 -6.754 -7.090
H -1.307 3.267 6.137
C 5.308 -2.416 -1.250
H 4.725 4.946 -5.561
C -0.369 7.701 1.540
H 0.098 7.372 3.711
H -3.132 0.951 6.732
H -2.349 2.635 7.374
H 2.811 -7.488 -3.947
H 2.997 4.598 -5.504
C -6.098 1.165 -1.798
C -0.717 -1.853 0.542
H -0.304 -7.471 -6.327
H -6.605 0.214 -1.964
C 5.164 5.437 -2.859
H 0.124 -0.168 1.474
O 0.332 -2.812 0.811
H 7.442 -3.009 -1.599
H 4.076 3.474 -4.813
C 3.926 4.547 -4.936
H 2.743 -5.681 2.666
H 4.677 -0.482 -1.456
H -5.414 -6.353 3.873
H -1.001 5.864 1.898
C -3.361 2.766 5.487
H -7.568 1.733 -0.407
H -1.301 -1.846 1.462
H 6.242 -0.431 -1.042
H -2.703 0.658 5.144
C 0.779 -7.363 -6.283
H 1.245 -8.699 -3.938
H 0.907 -2.707 0.049
H -5.016 1.192 -1.922
C -2.340 3.267 6.486
H 1.207 -8.319 -6.583
H -6.808 3.934 -0.062
H -2.311 -1.867 -0.889
H 4.274 -6.685 4.773
H 4.409 -3.247 -2.729
H -0.576 8.902 3.293
O 4.133 -2.801 -1.925
C 6.467 -3.493 -1.542
H 5.028 -2.241 -0.211
H 4.376 -5.076 4.139
H -0.271 -7.887 -4.099
H -4.354 3.145 5.726
C 1.005 8.110 1.109
C 0.780 -7.716 -3.869
H 6.452 -4.444 -1.009
H -6.629 -4.704 1.971
O -0.420 6.313 1.280
H 0.918 -5.845 -4.827
C 5.591 -1.034 -1.675
H 0.499 -0.049 -0.307
H 1.172 8.430 0.080
H 5.797 -0.958 -2.742
H 0.986 -7.244 -2.908
H 1.417 8.892 1.746
C -3.422 1.239 5.722
C -6.235 3.382 -0.807
H 5.879 6.045 -3.413
O -2.881 3.074 4.205
H -6.443 1.722 -2.669
O -6.299 -4.830 2.863
O -5.748 1.513 0.544
H 5.764 4.544 -2.684
H -1.915 -3.479 -0.346
O 2.911 -6.370 3.313
C -6.501 1.872 -0.581
H 1.725 7.306 1.263
C 3.668 -5.864 4.391
H -3.561 2.706 3.637
H -4.397 -5.697 2.500
H -5.860 -6.665 2.189
H -1.631 7.390 3.283
C -0.658 7.837 3.079
O 3.121 4.467 -2.637
H 3.430 6.223 -3.755
H -6.574 3.816 -1.747
H 3.015 -5.480 5.174
H -0.904 -2.744 -1.480
H -5.220 3.713 -0.587
C -1.482 -2.508 -0.587
H 5.090 5.781 -1.827
O 2.719 -6.970 -4.750
C 3.874 5.242 -3.587
C -0.195 -0.399 0.457
H 2.702 4.934 -1.910
C -5.395 -5.945 2.863
H -5.472 0.602 0.420
H -1.061 0.249 0.317
H -4.421 0.904 5.443

Löwdin population analysis, charges in e, atoms 1 to 6: number 1, H, carries 0.128; number 2, C, carries -0.495; number 3, H, carries 0.073; number 4, H, carries 0.061; number 5, H, carries 0.078; number 6, H, carries 0.086

---

Entry 4:
# C23H69NO19

A 12-piece molecular cluster, C23H69NO19 overall (ωB97M-V/def2-TZVPD, OMol25).

Properties
Net charge: 0
E_LUMO in eV: 0.0
HOMO-LUMO gap in Ha: 0.2968

Geometry (Å):
C -7.193 -3.450 -1.538
H -3.964 -5.655 -10.254
C -3.536 3.450 -4.738
H -2.815 3.599 6.879
C -3.260 6.982 6.739
H -4.288 7.037 7.099
C 2.735 -1.734 6.718
H 1.793 1.038 -2.981
H -5.722 -3.115 -8.485
H 1.393 -2.754 3.910
O 2.979 -2.911 7.442
C 9.640 -3.276 -1.682
O -3.441 4.299 -5.887
H -3.026 5.310 -2.089
H 2.189 -1.650 -7.753
H 10.350 -2.641 -3.557
H -8.476 -3.323 -2.853
H 4.295 -9.306 5.330
H -1.923 3.111 4.452
O 11.962 -2.440 -2.260
O 6.124 -9.839 4.754
O 1.163 -2.069 -1.541
C 5.102 -8.847 4.758
H -2.919 5.397 8.401
H 9.477 -2.217 -1.484
H -2.596 2.899 -4.733
O 10.055 -4.107 -0.548
H 5.022 6.187 -4.423
H 12.491 -3.034 -1.723
H -4.820 4.775 -3.455
H -4.617 2.585 4.864
H 2.833 -0.989 4.745
H -7.412 -3.530 0.571
H 2.739 0.342 -1.799
C -2.775 5.601 7.340
H 3.797 -7.819 3.596
H 8.458 2.611 -5.094
H -1.687 5.629 7.275
H -1.313 8.367 5.426
C 4.665 -8.431 3.351
H -8.364 -2.274 -0.253
H 6.915 -9.441 4.384
C -3.169 7.205 5.242
H 11.058 -4.084 -2.971
H -2.715 4.917 -5.778
H 7.964 3.040 -3.728
O 7.666 2.670 -4.559
H 2.979 -7.023 -3.918
H 4.298 -9.230 2.707
H 0.200 -0.350 -1.368
O 2.881 -0.569 -3.562
H -9.827 -4.016 0.413
H -5.198 6.180 3.537
H 3.684 -0.048 -3.646
H -2.624 7.657 7.311
C -3.967 8.554 5.101
O -5.388 -3.635 -9.219
H -4.263 2.672 -4.968
H 2.198 -2.931 -8.559
O -7.753 -2.718 -2.668
C -3.569 -4.649 -10.401
C -3.367 4.474 6.536
H -1.597 7.800 3.805
H -4.498 -3.962 -12.124
H -3.434 -3.833 -8.463
H 1.826 -1.201 6.997
O 1.694 -2.130 -8.417
C -3.975 -3.557 -9.368
H -4.785 3.692 3.465
H 0.160 -0.832 -2.963
H 5.004 -7.371 1.754
N -3.745 6.005 4.649
O -3.624 -4.204 -11.810
H -4.034 8.787 4.038
O 5.475 -7.509 2.580
C -4.627 3.626 4.541
H -6.203 -3.041 -1.335
H -3.569 -2.593 -9.675
H 5.024 7.376 -3.485
O -9.289 -4.079 -0.379
H -7.149 -4.474 -1.906
C 10.774 -3.080 -2.654
H 8.761 -3.720 -2.149
O 3.472 -6.299 -3.533
H -5.028 8.425 5.312
O -4.249 6.241 3.404
H -5.579 3.960 4.953
C -8.069 -3.324 -0.274
O 4.440 6.818 -3.998
C -3.410 4.589 4.997
H 9.248 -4.488 -0.195
H -4.025 3.444 -2.678
C -2.152 4.157 4.247
H 3.565 -1.080 6.984
H 1.663 -2.514 -2.229
O -2.793 5.060 -2.986
H -3.528 9.446 5.549
H -1.258 4.701 4.552
H -1.070 6.651 4.850
C 2.063 0.052 -2.603
C -3.882 4.221 -3.429
O 1.579 -2.755 4.852
H -2.499 -4.815 -10.281
H 5.378 -7.991 5.373
H -2.368 4.255 3.183
H -4.351 4.180 6.903
H 3.718 -5.752 -4.279
C 2.730 -1.969 5.211
C -1.714 7.530 4.854
H 2.402 -3.550 7.018
C 0.846 -0.808 -2.117
H 3.568 -2.570 4.855

Löwdin population analysis, charges in e, atoms 1 to 6: number 1, C, carries -0.218; number 2, H, carries 0.113; number 3, C, carries -0.224; number 4, H, carries 0.116; number 5, C, carries -0.150; number 6, H, carries 0.115

---

Short version: total energy = -1549.6038 -3087.5370 -1591.6649 -2401.7005 Ha, in the order given.